Density functional theory data (the ωB97M-V functional and the def2-TZVPD basis) for a 2-piece molecular cluster, C4H5Cl2F overall in a non-equilibrium geometry.

Last column: Mulliken charge in e.
Atoms and positions in Å:
C  0.3284  -1.0617  0.9819  -0.29
C  -2.7141  0.4122  -0.3593  0.05
C  1.8309  0.7840  0.1253  -1.16
C  0.9992  -0.4408  -0.1211  0.14
F  -0.8161  -1.7014  0.5416  -0.10
Cl  -3.9186  1.2515  0.4919  -0.06
Cl  -3.3269  -1.0342  -1.0140  -0.02
H  1.2020  1.4718  0.7576  0.28
H  2.6718  0.6457  0.7327  0.36
H  2.0721  1.2937  -0.7646  0.33
H  0.1812  -0.1980  -0.9178  0.18
H  1.4901  -1.4228  -0.4541  0.28

Properties
- F_max (eV Å⁻¹) = 3.52
- LUMO level (eV) = -1.03
- ΔE to the lowest compared entry with this formula, charge and spin (kcal/mol) = 135.0
- E_HOMO (eV) = -9.0
- spin multiplicity = 1

***

Density functional theory data (the ωB97M-V functional and the def2-TZVPD basis) for C4H5Cl2FO as an isolated structure in a non-equilibrium geometry.

Last column: Mulliken charge in e.
Atoms and positions in Å:
C  -1.5455  0.4537  -0.7779  -0.87
C  -0.0065  0.2715  -0.4753  0.58
C  0.5821  0.3885  0.8437  -0.24
C  0.2235  -1.0271  0.1852  0.26
H  -1.7808  0.2639  -1.9072  0.28
H  -1.7332  1.6560  -0.5647  0.25
H  -2.0080  -0.4247  0.0774  0.28
H  -0.1734  0.4993  1.7419  0.26
H  2.8089  0.2697  0.8356  0.40
O  1.8246  0.8377  1.3540  -0.57
F  -0.8397  -1.6456  0.8395  -0.28
Cl  1.1400  0.6274  -1.8800  -0.18
Cl  1.5080  -2.1704  -0.2720  -0.15

Properties
- F_max (eV Å⁻¹) = 5.88
- LUMO level (eV) = 0.15
- ΔE to the lowest compared entry with this formula, charge and spin (kcal/mol) = 89.5
- E_HOMO (eV) = -9.7
- spin multiplicity = 1

***

Density functional theory data (the ωB97M-V functional and the def2-TZVPD basis) for one molecule with the formula C4H5Cl2FS in a non-equilibrium geometry.

Last column: Mulliken charge in e.
Atoms and positions in Å:
C  1.1803  1.3840  -0.2820  -0.45
C  0.7518  -0.0438  0.2954  0.10
C  -0.4091  -0.7001  -0.4408  0.00
C  -1.6158  -1.0944  0.3651  -0.57
H  0.3169  1.8551  -0.6130  0.37
H  1.6769  1.9743  0.6127  0.26
H  0.3338  0.1587  1.2573  0.35
H  -2.3013  -1.7289  -0.1753  0.38
H  -1.3668  -1.3735  1.4168  0.29
F  2.1109  1.3146  -1.2512  -0.25
S  -0.3082  -1.0997  -2.0056  -0.16
Cl  2.2652  -1.0100  0.2833  -0.16
Cl  -2.6346  0.3636  0.5373  -0.17

Properties
- F_max (eV Å⁻¹) = 4.03
- structure (SMILES) = FC[C@H](Cl)C(=S)CCl
- LUMO level (eV) = -1.13
- ΔE to the lowest compared entry with this formula, charge and spin (kcal/mol) = 18.2
- E_HOMO (eV) = -9.3
- spin multiplicity = 1